Record 1
C40H61N6O4P2Ti | ωB97M-V/def2-TZVPD

CARTESIAN COORDINATES (ANGSTROEM)
Ti: 10.962 12.451 11.627
C: 12.717 13.209 8.094
C: 12.776 14.294 9.038
C: 13.777 15.406 8.625
P: 13.083 13.537 10.674
C: 13.730 14.837 11.904
C: 13.232 14.548 13.361
C: 15.218 15.090 11.995
C: 14.381 12.291 10.567
C: 15.570 12.335 9.851
C: 16.293 11.184 9.693
C: 15.881 9.997 10.300
C: 14.784 9.997 11.087
C: 13.878 11.104 11.213
N: 12.711 11.033 11.886
C: 12.514 9.817 12.613
C: 11.806 8.717 12.063
C: 11.821 7.501 12.711
C: 12.430 7.315 13.938
C: 13.165 8.399 14.471
C: 13.211 9.633 13.808
P: 14.202 11.033 14.435
C: 14.136 10.975 16.303
C: 12.762 11.427 16.765
C: 14.435 9.770 17.274
C: 16.017 10.532 14.058
C: 16.928 11.489 14.853
C: 16.397 9.057 14.145
H: 12.258 13.533 7.180
H: 12.150 12.372 8.586
H: 13.682 12.756 7.829
H: 11.711 14.743 9.060
H: 14.763 15.025 8.700
H: 13.708 16.355 9.170
H: 13.659 15.626 7.557
H: 13.289 15.772 11.490
H: 13.597 13.585 13.720
H: 12.145 14.500 13.470
H: 13.633 15.264 14.076
H: 15.785 14.191 12.165
H: 15.346 15.812 12.814
H: 15.669 15.517 11.079
H: 15.799 13.241 9.350
H: 17.079 11.075 8.931
H: 16.486 9.083 10.189
H: 14.459 9.031 11.462
H: 11.456 8.740 11.005
H: 11.276 6.666 12.262
H: 12.454 6.347 14.468
H: 13.729 8.324 15.435
H: 14.862 11.720 16.537
H: 12.081 10.625 16.429
H: 12.449 12.416 16.398
H: 12.666 11.434 17.843
H: 13.647 8.967 17.367
H: 14.526 10.211 18.274
H: 15.344 9.289 17.077
H: 16.140 10.751 13.000
H: 17.029 11.229 15.904
H: 16.631 12.557 14.851
H: 17.903 11.396 14.360
H: 16.139 8.517 15.072
H: 17.466 8.988 13.925
H: 16.014 8.361 13.381
O: 9.120 9.870 8.777
C: 9.558 10.368 9.844
O: 10.553 11.176 9.956
C: 8.828 10.179 11.200
C: 7.743 9.374 11.375
C: 7.240 9.344 12.678
C: 7.881 10.045 13.726
C: 9.003 10.868 13.408
N: 9.392 10.949 12.138
C: 9.786 11.774 14.331
O: 9.475 11.859 15.525
O: 10.797 12.314 13.752
H: 7.465 8.692 10.572
H: 6.382 8.816 12.973
H: 7.410 10.145 14.664
C: 8.970 15.055 13.278
C: 9.169 14.948 11.778
C: 7.780 14.817 11.155
C: 9.806 16.267 11.332
N: 10.024 13.861 11.486
H: 8.620 16.026 13.564
H: 9.961 14.972 13.719
H: 8.345 14.185 13.541
H: 7.133 15.719 11.257
H: 7.245 14.001 11.525
H: 7.940 14.668 10.078
H: 9.083 17.088 11.328
H: 10.231 15.977 10.310
H: 10.686 16.474 11.965
C: 7.156 13.608 6.029
N: 7.808 13.807 7.283
C: 8.053 12.599 8.032
C: 8.738 14.909 7.397
N: 9.957 14.816 7.756
N: 8.239 16.087 6.953
C: 9.262 17.099 6.618
C: 6.909 16.604 7.215
H: 6.927 14.598 5.614
H: 6.315 12.948 6.210
H: 7.839 13.126 5.310
H: 7.083 12.073 8.178
H: 8.479 12.719 9.073
H: 8.703 11.906 7.503
H: 10.211 13.853 7.923
H: 9.272 17.855 7.448
H: 8.863 17.559 5.699
H: 10.230 16.616 6.438
H: 6.155 15.805 7.238
H: 6.763 17.529 6.554
H: 6.870 17.085 8.214

Summary:
- Total charge: -1
- Energy: -101297.629 eV
- LUMO: 2.49 eV
- Highest occupied orbital energy: -0.159 hartree
- Energy relative to the best compared isomer or geometry (same formula, charge and spin): 0.00 kcal/mol
- Orbital gap: 6.8 eV

Mulliken population analysis, charges in e, atoms 1 to 8: atom 1 (Ti): -0.652, atom 2 (C): -2.144, atom 3 (C): 2.846, atom 4 (C): -1.632, atom 5 (P): 1.954, atom 6 (C): 0.724, atom 7 (C): -0.712, atom 8 (C): -1.745

***

Record 2
C4H7IO | ωB97M-V/def2-TZVPD

CARTESIAN COORDINATES (ANGSTROEM)
O: -1.062 1.345 0.186
C: -0.108 0.296 0.347
C: 1.487 1.182 0.097
I: 2.976 -0.219 -0.625
C: -0.357 -1.018 -0.262
C: 0.015 -0.873 1.264
H: -1.439 1.197 -0.699
H: 1.638 1.519 1.073
H: 1.198 1.978 -0.685
H: 0.362 -1.397 -0.803
H: -1.395 -1.346 -0.575
H: -0.785 -1.098 1.961
H: 1.030 -1.178 1.499

Summary:
- Total charge: 0
- Energy: -14406.871 eV
- LUMO: 0.44 eV
- Highest occupied orbital energy: -0.335 hartree
- Energy relative to the best compared isomer or geometry (same formula, charge and spin): 54.45 kcal/mol
- SMILES: OC1(CI)CC1
- Orbital gap: 9.5 eV

natural (NBO) population analysis, charges in e, atoms 1 to 8: atom 1 (O): -0.704, atom 2 (C): 0.278, atom 3 (C): -0.544, atom 4 (I): 0.068, atom 5 (C): -0.461, atom 6 (C): -0.450, atom 7 (H): 0.478, atom 8 (H): 0.205